# C2H2OS2

The molecule C2H2OS2 (ωB97M-V/def2-TZVPD, OMol25).

```
7
Properties=species:S:1:pos:R:3:forces:R:3
C 0.363 0.094 0.020 1.500 0.913 -0.892
C -0.595 -1.054 -0.040 1.005 -1.117 1.569
H 0.527 2.398 -0.035 -0.404 -0.433 0.031
H 0.020 -2.002 0.151 -1.241 0.380 -0.652
O -1.788 -0.904 -0.042 0.563 -0.448 -0.392
S -0.546 1.555 -0.019 0.485 0.776 0.106
S 2.018 -0.088 -0.035 -1.910 -0.070 0.229
```
Forces are in eV/Å.

* total charge: 0
* HOMO: -9.437 eV
* SMILES string: O=CC(=S)S
* Kohn-Sham gap: 7.74 eV
* E: -25823.0956 eV
* ΔE to the lowest compared entry with this formula, charge and spin: 62.37 kJ/mol
* LUMO energy: -1.70 eV